Entry from the Open Molecules 2025 dataset: a molecular structure, C17H47Li2N5O16 (ωB97M-V/def2-TZVPD).

Atoms and positions in Å:
Li -1.05 4.93 -0.87
Li -2.72 2.88 -3.44
C 1.07 1.55 0.15
C -0.04 1.97 -0.54
C -0.56 1.17 -1.71
O -1.67 1.46 -2.30
C 0.07 -0.01 -2.03
C 1.36 -0.40 -1.50
C 1.83 0.43 -0.29
O 2.92 0.18 0.20
O 2.02 -1.30 -2.00
O -0.51 3.13 -0.23
H 1.36 2.25 0.92
H -0.33 -0.68 -2.78
C 5.04 -3.19 -1.61
O 6.10 -3.76 -1.35
N 4.23 -2.63 -0.69
N 4.69 -2.97 -2.93
H 3.34 -2.24 -0.99
H 4.47 -2.70 0.28
H 3.74 -2.71 -3.12
H 5.33 -3.28 -3.63
C -1.98 -2.77 -4.89
O -2.38 -2.50 -6.01
N -0.86 -3.51 -4.65
N -2.52 -2.28 -3.74
H -0.25 -3.63 -5.45
H -0.57 -3.74 -3.72
H -3.40 -1.80 -3.73
H -1.96 -2.24 -2.91
C -3.22 -0.89 1.73
C -3.19 0.38 2.56
C -4.48 0.41 3.41
C -4.41 1.15 4.77
C -3.06 0.88 5.45
C -1.80 1.17 4.61
N -1.99 0.38 3.40
O -0.83 0.30 2.61
C -1.68 2.68 4.32
C -0.58 0.67 5.38
C -3.24 1.56 1.58
H -4.25 -1.05 1.40
H -2.95 -1.78 2.31
H -2.56 -0.83 0.87
H -5.31 0.85 2.86
H -4.70 -0.63 3.68
H -5.21 0.88 5.46
H -4.55 2.23 4.68
H -3.07 -0.18 5.70
H -2.96 1.43 6.39
H -0.84 2.84 3.64
H -2.60 3.06 3.87
H -1.59 3.23 5.26
H 0.29 0.70 4.72
H -0.50 1.31 6.25
H -0.69 -0.37 5.67
H -3.51 2.53 2.01
H -4.10 1.40 0.92
H -2.34 1.67 0.97
H -0.63 1.18 2.24
O 5.41 0.93 -1.66
H 4.61 0.38 -1.72
H 6.12 0.34 -1.92
O -0.23 -3.51 -1.76
H 0.19 -2.65 -1.61
H 0.06 -4.05 -1.02
O 2.82 -0.30 -4.68
H 2.59 -0.55 -3.77
H 2.10 0.32 -4.94
O 3.65 2.93 -0.76
H 3.26 2.38 -0.08
H 4.53 2.53 -0.93
O 5.37 0.11 1.58
H 5.05 -0.03 2.48
H 4.60 -0.06 1.01
O 3.04 -2.73 1.93
H 2.64 -2.48 2.78
H 2.96 -1.93 1.39
O -4.09 -0.16 -1.92
H -3.16 0.00 -1.71
H -4.35 0.61 -2.43
O 1.93 2.48 -3.23
H 2.59 1.78 -3.25
H 2.07 2.92 -2.38
O 0.35 0.68 -5.05
H 0.21 0.38 -4.14
H -0.52 0.91 -5.38

For the calculated total energy, the calculation gives -2168.69253 Eh. Its charge is 0. The HOMO energy comes out at -8.47 eV.

Entry from the Open Molecules 2025 dataset: 3 unconnected molecules or ions with the total composition C17H47N10O2P2 (ωB97M-V/def2-TZVPD).

Atoms and positions in Å:
C 2.12 -7.06 -1.72
C 3.56 -6.75 -1.28
N 3.89 -7.30 0.06
C 3.34 -6.52 1.07
C 3.43 -5.17 1.30
N 2.66 -4.97 2.41
N 2.49 -3.66 2.93
C 2.13 -6.07 2.88
N 2.56 -7.06 2.05
H 1.87 -6.35 -2.51
H 2.07 -8.08 -2.11
H 1.42 -6.91 -0.89
H 4.26 -7.15 -2.02
H 3.67 -5.67 -1.32
H 3.42 -8.20 0.11
H 3.98 -4.44 0.74
H 2.44 -3.04 2.12
H 1.55 -3.63 3.32
H 1.50 -6.18 3.74
H 2.32 -8.03 2.18
O 2.98 -1.65 -0.27
P 2.57 -0.49 -1.13
N 2.02 0.61 0.05
C 0.72 1.25 0.11
C 3.00 1.05 1.04
N 1.27 -1.24 -1.97
C -0.02 -0.61 -2.24
C 1.07 -2.66 -1.74
N 2.69 0.69 -2.41
C 3.42 0.10 -3.58
C 3.34 1.97 -2.13
H 0.42 1.70 -0.84
H 0.70 2.07 0.83
H -0.06 0.55 0.42
H 3.76 1.71 0.61
H 3.52 0.20 1.48
H 2.53 1.59 1.86
H -0.68 -0.64 -1.36
H -0.52 -1.14 -3.05
H 0.09 0.42 -2.58
H 0.61 -2.86 -0.76
H 2.01 -3.20 -1.80
H 0.42 -3.08 -2.52
H 4.46 -0.12 -3.33
H 3.40 0.79 -4.42
H 2.94 -0.82 -3.90
H 4.37 1.86 -1.78
H 2.79 2.56 -1.40
H 3.35 2.57 -3.04
O -1.85 3.01 0.60
P -3.04 3.80 1.07
N -4.30 2.67 0.76
C -5.49 2.88 -0.05
C -4.22 1.40 1.46
N -3.01 5.05 -0.10
C -4.17 5.59 -0.79
C -1.86 5.09 -1.00
N -4.00 4.81 2.11
C -3.12 5.80 2.80
C -4.81 4.18 3.16
H -6.01 3.81 0.21
H -6.21 2.08 0.11
H -5.26 2.90 -1.12
H -4.42 1.50 2.53
H -3.22 0.96 1.35
H -4.93 0.67 1.07
H -4.48 4.94 -1.62
H -3.94 6.57 -1.20
H -5.01 5.74 -0.12
H -1.93 4.32 -1.77
H -0.93 4.95 -0.45
H -1.80 6.06 -1.49
H -2.42 5.30 3.49
H -3.72 6.50 3.38
H -2.54 6.37 2.08
H -4.21 3.58 3.85
H -5.60 3.56 2.75
H -5.31 4.96 3.73

For the calculated total energy, the calculation gives -2056.38610 Eh. Its charge is +1. The HOMO energy comes out at -9.70 eV.

Entry from the Open Molecules 2025 dataset: 7 unconnected molecules or ions with the total composition C17H48BIN13O7 (ωB97M-V/def2-TZVPD).

Atoms and positions in Å:
C 0.44 2.13 5.56
C -0.25 2.01 4.21
C -0.64 0.53 3.96
C -1.48 2.93 4.09
C -1.32 4.08 3.08
B -1.38 3.67 1.47
N -1.17 2.17 1.15
C -2.91 4.07 0.82
C -2.99 3.32 -0.44
O -2.54 3.65 -1.49
I -3.99 1.34 -0.46
C -0.30 4.60 0.65
C 1.14 4.05 0.79
C 2.12 5.23 0.79
C 1.33 3.20 -0.47
H -0.24 1.90 6.37
H 1.24 1.39 5.60
H 0.90 3.11 5.69
H 0.45 2.29 3.42
H -0.03 0.07 3.19
H -0.47 -0.04 4.88
H -1.69 0.39 3.71
H -1.62 3.39 5.07
H -2.40 2.40 3.88
H -0.41 4.64 3.30
H -2.14 4.79 3.26
H -0.23 1.84 1.34
H -1.82 1.56 1.63
H -3.72 3.78 1.48
H -2.93 5.12 0.55
H -0.32 5.58 1.12
H -0.56 4.71 -0.40
H 1.28 3.46 1.69
H 3.14 4.90 0.96
H 1.84 5.97 1.52
H 2.07 5.70 -0.20
H 1.46 3.89 -1.30
H 0.41 2.61 -0.56
H 2.15 2.49 -0.39
C 3.86 0.21 -1.76
O 3.31 0.56 -0.74
N 4.18 -1.09 -1.99
N 4.16 1.09 -2.78
H 4.61 -1.43 -2.83
H 3.95 -1.75 -1.26
H 3.91 2.05 -2.63
H 4.59 0.82 -3.63
C 3.23 -4.43 0.50
O 2.88 -3.49 -0.19
N 2.97 -5.72 0.14
N 3.89 -4.27 1.69
H 3.24 -6.52 0.69
H 2.47 -5.87 -0.72
H 4.08 -3.33 1.98
H 4.18 -5.03 2.27
C -0.02 -7.13 -2.43
O 1.09 -6.68 -2.22
N -0.67 -7.92 -1.50
N -0.71 -6.89 -3.57
H -1.59 -8.30 -1.65
H -0.19 -8.11 -0.65
H -0.27 -6.31 -4.26
H -1.63 -7.24 -3.75
C -0.64 2.31 -4.67
O -0.32 1.96 -5.80
N -0.06 1.82 -3.55
N -1.63 3.23 -4.44
H -0.31 2.11 -2.62
H 0.67 1.14 -3.66
H -2.09 3.61 -5.24
H -1.91 3.52 -3.51
C -1.33 -1.89 0.59
O -2.23 -2.04 1.40
N -0.36 -2.86 0.41
N -1.18 -0.79 -0.19
H 0.40 -2.77 -0.24
H -0.42 -3.69 0.97
H -1.85 -0.03 -0.09
H -0.44 -0.69 -0.85
C -2.97 -4.21 -2.66
O -2.98 -4.73 -3.77
N -2.26 -4.73 -1.61
N -3.68 -3.08 -2.38
H -2.25 -4.32 -0.70
H -1.72 -5.55 -1.79
H -4.21 -2.67 -3.12
H -3.69 -2.63 -1.48

For the calculated total energy, the calculation gives -2237.97698 Eh. Its charge is -1. The HOMO energy comes out at -4.57 eV.

| no. | orbital gap (eV) |
| --- | --- |
| 1 | 5.02 |
| 2 | 7.28 |
| 3 | 6.44 |